(1)
The following is a DFT calculation (ωB97M-V/def2-TZVPD) of a 2-piece molecular cluster, C2H6FPS overall at a distorted geometry.

Last column: Mulliken charge in e.
Geometry (Å):
C -1.173 -1.143 2.571  -0.7076
C -2.479 3.532 0.419  -0.5745
F -2.150 0.608 -0.674  -0.2842
P -0.617 1.228 -0.685  0.2374
S -0.894 3.124 0.078  0.0033
H -1.999 -0.608 3.116  0.2176
H -0.067 -0.914 2.915  0.1987
H -1.463 -2.191 2.591  0.2643
H -1.310 -0.770 1.498  0.0283
H -2.647 4.403 0.999  0.2949
H -3.113 2.758 0.394  0.3219

* total charge: 0
* lowest unoccupied orbital energy (spin up / spin down): -0.36 / -0.75 eV
* highest occupied orbital energy (spin up / spin down): -8.0 / -8.1 eV
* HOMO-LUMO gap (spin up / spin down): 7.62 / 7.31 eV
* ΔE to the lowest compared entry with this formula, charge and spin: 3.043 eV

=====

(2)
The following is a DFT calculation (ωB97M-V/def2-TZVPD) of a 2-piece molecular cluster, C6H12O overall.

Last column: Mulliken charge in e.
Geometry (Å):
C -1.936 -0.971 -0.564  -1.4709
C -0.892 -0.091 0.092  0.7831
C -1.355 1.023 0.891  -1.3449
C 0.283 -0.823 0.690  -0.1937
O 1.221 -1.507 -0.122  -0.4982
C 1.689 -0.404 0.671  0.1027
C 2.225 0.810 -0.050  -1.2973
H -2.669 -0.371 -1.114  0.3645
H -1.460 -1.677 -1.251  0.3209
H -2.465 -1.517 0.229  0.4396
H -0.216 0.304 -1.313  0.1909
H -0.656 1.571 1.520  0.3267
H -2.345 1.438 0.717  0.3291
H -0.683 1.019 -0.450  0.0496
H -0.070 -1.383 1.565  0.4558
H 2.288 -0.714 1.535  0.4274
H 1.626 1.034 -0.939  0.3743
H 3.257 0.628 -0.373  0.3592
H 2.227 1.682 0.617  0.2812

* total charge: 0
* lowest unoccupied orbital energy: 0.89 eV
* highest occupied orbital energy: -7.4 eV
* HOMO-LUMO gap: 8.28 eV
* ΔE to the lowest compared entry with this formula, charge and spin: 6.256 eV

=====

(3)
The following is a DFT calculation (ωB97M-V/def2-TZVPD) of C52H51BCsFN14O5 as an isolated structure at a distorted geometry.

Last column: Löwdin spin population.
Geometry (Å):
Cs -1.583 2.148 -0.279  0.0002
C 1.752 5.029 -2.296  0.0000
C 2.690 5.296 -1.282  0.0001
N 2.108 5.804 -0.204  0.0001
N 0.794 5.885 -0.500  0.0000
C 0.552 5.429 -1.750  0.0000
B -0.252 6.401 0.514  0.0000
N -0.190 5.664 1.876  0.0000
C 0.704 4.768 2.360  0.0001
C 0.207 4.266 3.541  0.0000
C -1.023 4.933 3.705  0.0000
N -1.255 5.768 2.706  0.0000
N -1.661 6.168 -0.066  0.0000
C -2.614 7.076 -0.356  0.0000
C -3.741 6.390 -0.756  0.0000
C -3.370 5.035 -0.668  0.0000
N -2.119 4.913 -0.253  0.0000
N -0.054 7.917 0.724  0.0000
C -0.180 8.615 1.873  0.0000
C 0.024 9.945 1.580  0.0000
C 0.269 9.954 0.192  0.0000
N 0.219 8.731 -0.317  0.0000
H 1.908 4.615 -3.279  0.0000
H 3.761 5.141 -1.288  0.0000
H -0.435 5.436 -2.181  0.0000
H 1.629 4.583 1.850  0.0001
H 0.662 3.534 4.190  0.0000
H -1.742 4.838 4.506  0.0000
H -2.426 8.136 -0.269  0.0000
H -4.690 6.804 -1.056  0.0000
H -3.966 4.159 -0.889  0.0000
H -0.424 8.119 2.800  0.0000
H 0.006 10.783 2.258  0.0000
H 0.480 10.797 -0.450  0.0000
C 1.905 1.667 -0.031  0.0161
C 2.688 0.421 0.220  0.1264
C 3.618 -0.046 -0.687  -0.0135
C 4.376 -1.181 -0.416  0.1524
C 4.194 -1.885 0.776  -0.0069
C 3.253 -1.489 1.702  0.1124
C 3.024 -2.269 2.960  0.0160
C 2.498 -0.294 1.447  0.0413
N 1.545 0.137 2.264  0.3916
C 1.416 0.232 3.601  0.0344
O 2.364 0.274 4.379  0.0756
C -0.003 0.391 4.074  0.0028
C -0.286 0.422 5.429  0.0014
C -1.613 0.559 5.816  0.0001
C -2.592 0.669 4.843  0.0020
C -2.206 0.639 3.502  0.0010
N -0.939 0.490 3.134  0.0165
C -3.243 0.864 2.395  0.0002
O -3.143 1.932 1.769  0.0000
N -4.204 -0.033 2.299  0.0001
C -4.174 -1.376 2.490  0.0000
C -3.243 -2.209 1.810  0.0000
C -2.217 -1.595 0.896  0.0000
C -3.309 -3.588 1.970  0.0000
C -4.273 -4.187 2.771  0.0001
C -5.208 -3.376 3.405  0.0000
C -5.182 -1.995 3.269  0.0000
C -6.232 -1.134 3.913  0.0000
H 1.808 1.868 -1.096  0.0015
H 0.918 1.593 0.418  0.0019
H 2.412 2.517 0.431  0.0077
H 3.759 0.488 -1.620  -0.0038
H 5.110 -1.522 -1.136  0.0103
H 4.790 -2.768 0.978  -0.0035
H 3.602 -3.193 2.953  -0.0001
H 3.305 -1.670 3.827  0.0065
H 1.965 -2.515 3.078  0.0040
H 0.527 0.340 6.138  0.0006
H -1.880 0.583 6.866  -0.0001
H -3.635 0.799 5.101  0.0001
H -2.615 -0.696 0.415  0.0000
H -1.322 -1.291 1.447  0.0003
H -1.924 -2.310 0.120  0.0000
H -2.588 -4.209 1.440  0.0000
H -4.304 -5.265 2.887  0.0000
H -5.982 -3.831 4.019  0.0000
H -6.941 -0.772 3.162  0.0000
H -6.783 -1.693 4.673  0.0000
H -5.790 -0.249 4.373  0.0000
F 1.492 -4.545 0.341  -0.0001
C 1.261 -3.937 -0.854  0.0002
C 0.842 -2.634 -0.872  0.0008
C 0.550 -2.004 -2.074  -0.0002
C 0.038 -0.609 -2.042  0.0001
O 0.050 0.026 -1.000  0.0025
C -0.451 -0.125 -3.319  0.0000
C -0.258 -0.850 -4.430  0.0001
N 0.332 -2.106 -4.465  0.0000
C 0.564 -2.750 -5.725  0.0000
C 1.139 -1.943 -6.844  0.0000
C 1.982 -2.984 -6.169  0.0000
C 0.676 -2.716 -3.278  0.0000
C 1.116 -4.044 -3.234  0.0003
C 1.427 -4.661 -2.032  0.0001
N 1.859 -6.026 -2.075  0.0000
C 1.883 -6.849 -0.872  0.0000
C 2.047 -8.318 -1.337  0.0000
N 1.619 -8.361 -2.773  0.0000
C 2.650 -7.692 -3.631  0.0000
C 2.990 -6.358 -2.929  0.0000
C -1.300 1.173 -3.432  0.0000
O -1.048 1.893 -4.412  0.0000
O -2.169 1.259 -2.539  0.0000
H 0.729 -2.072 0.049  0.0002
H -0.571 -0.456 -5.388  0.0000
H -0.167 -3.510 -5.987  0.0000
H 1.368 -0.905 -6.641  0.0000
H 0.775 -2.136 -7.843  0.0000
H 2.771 -2.639 -5.512  0.0000
H 2.208 -3.899 -6.705  0.0000
H 1.177 -4.614 -4.153  0.0000
H 0.944 -6.724 -0.342  0.0000
H 2.694 -6.594 -0.186  0.0000
H 1.432 -8.996 -0.752  0.0000
H 3.080 -8.653 -1.291  0.0000
H 0.800 -7.745 -2.824  0.0000
H 1.390 -9.295 -3.096  0.0000
H 2.208 -7.531 -4.613  0.0000
H 3.512 -8.347 -3.726  0.0000
H 3.161 -5.578 -3.662  0.0000
H 3.910 -6.465 -2.339  0.0000

* total charge: -1
* lowest unoccupied orbital energy (spin up / spin down): -0.70 / -0.70 eV
* highest occupied orbital energy (spin up / spin down): -3.9 / -3.9 eV
* multiplicity: 2
* HOMO-LUMO gap (spin up / spin down): 3.21 / 3.21 eV
* ΔE to the lowest compared entry with this formula, charge and spin: 1.348 eV

=====

(4)
The following is a DFT calculation (ωB97M-V/def2-TZVPD) of a 5-piece molecular cluster, C4H18O5 overall at a distorted geometry.

Last column: Mulliken charge in e.
Geometry (Å):
C -15.288 -10.940 5.919  -0.5383
O -16.023 -11.233 4.727  -0.4917
H -14.615 -11.742 6.208  0.2401
H -14.666 -10.067 5.680  0.2369
H -15.930 -10.635 6.746  0.2556
H -16.821 -10.701 4.723  0.2865
C -15.482 -19.480 2.655  -0.6217
O -16.619 -18.986 3.330  -0.4424
H -14.565 -18.941 2.920  0.2609
H -15.253 -20.517 2.928  0.2674
H -15.629 -19.410 1.581  0.2363
H -16.367 -18.659 4.196  0.2804
C -16.659 -15.186 3.775  -0.5047
O -17.359 -13.959 3.631  -0.5418
H -16.054 -15.398 2.876  0.3098
H -15.971 -15.223 4.620  0.3137
H -17.329 -16.047 3.714  0.1116
H -16.733 -13.282 3.921  0.3138
C -19.694 -18.938 4.625  -0.2652
O -20.690 -19.155 3.626  -0.5235
H -20.190 -18.940 5.599  0.3002
H -18.894 -19.676 4.593  0.1690
H -19.284 -17.942 4.467  0.0225
H -21.373 -19.725 3.982  0.2993
O -17.566 -14.048 0.647  -0.6609
H -18.473 -14.276 0.421  0.3061
H -17.542 -14.064 1.618  0.3801

* SMILES: CO.CO.CO.CO.O
* total charge: 0
* lowest unoccupied orbital energy: 0.65 eV
* highest occupied orbital energy: -10.2 eV
* HOMO-LUMO gap: 10.82 eV
* ΔE to the lowest compared entry with this formula, charge and spin: 2.000 eV

=====

(5)
The following is a DFT calculation (ωB97M-V/def2-TZVPD) of one molecule with the formula C3H5ClN4O at a distorted geometry.

Last column: Mulliken charge in e.
Geometry (Å):
C 0.631 1.533 0.383  -0.0727
C 0.088 -0.088 1.919  0.4506
C 0.068 0.736 -0.831  0.0247
N 0.692 1.093 1.543  -0.4638
N -0.422 -0.847 0.970  -0.1483
N -0.353 -0.547 -0.388  0.2196
N -0.140 -1.711 -1.283  -0.6422
O 0.019 -0.395 3.083  -0.5954
Cl -1.474 1.687 -1.470  -0.2495
H 1.131 2.443 0.138  0.4439
H 0.804 0.867 -1.728  0.2697
H -1.086 -1.486 1.319  0.2579
H 0.804 -1.464 -1.662  0.2672
H -0.762 -1.821 -1.992  0.2384

* SMILES: NN1NC(=O)N=C[C@@H]1Cl
* total charge: 0
* lowest unoccupied orbital energy: -0.14 eV
* highest occupied orbital energy: -9.1 eV
* HOMO-LUMO gap: 8.94 eV
* ΔE to the lowest compared entry with this formula, charge and spin: 0.077 eV

=====

(6)
The following is a DFT calculation (ωB97M-V/def2-TZVPD) of C4H8N2O4Pd as an isolated structure at a distorted geometry.

Last column: Löwdin spin population.
Geometry (Å):
Pd -0.009 -0.030 -0.001  1.2966
N 0.486 0.584 -2.396  0.0857
C 1.322 -0.628 -2.489  -0.0012
C 1.587 -0.931 -1.013  -0.0090
O 2.109 0.028 -0.341  0.1119
O 1.140 -1.987 -0.507  0.1624
H -0.104 0.733 -3.202  0.0021
H 1.069 1.396 -2.252  -0.0003
H 2.256 -0.481 -3.035  0.0003
H 0.750 -1.444 -2.919  -0.0003
N -0.104 0.582 2.444  0.0857
C -1.497 0.096 2.467  -0.0012
C -1.854 0.117 0.980  -0.0091
O -1.690 1.244 0.392  0.1118
O -2.106 -0.959 0.388  0.1627
H 0.440 0.294 3.244  0.0021
H -0.091 1.589 2.373  -0.0003
H -2.176 0.726 3.044  0.0003
H -1.528 -0.929 2.823  -0.0003

* total charge: 0
* lowest unoccupied orbital energy (spin up / spin down): 0.60 / -1.74 eV
* highest occupied orbital energy (spin up / spin down): -9.6 / -10.0 eV
* multiplicity: 3
* HOMO-LUMO gap (spin up / spin down): 10.17 / 8.24 eV

=====

(7)
The following is a DFT calculation (ωB97M-V/def2-TZVPD) of one molecule with the formula C4H8N2O.

Last column: Mulliken charge in e.
Geometry (Å):
N -0.504 -1.094 -1.434  -0.2721
C -1.437 -0.819 -0.480  0.4994
O -2.529 -1.355 -0.463  -0.6227
C -1.102 0.187 0.623  -0.3975
N 0.166 0.855 0.793  -0.2376
C 1.414 0.217 1.073  -0.2687
C 1.252 1.109 -0.108  -0.4570
H -0.806 -1.679 -2.199  0.2223
H 0.299 -0.510 -1.573  0.1105
H -1.872 0.960 0.552  0.2672
H -1.308 -0.341 1.561  0.2816
H 1.924 0.571 1.960  0.2360
H 1.528 -0.846 0.869  0.2704
H 1.622 2.129 -0.103  0.2306
H 1.353 0.618 -1.071  0.1377

* SMILES: NC(=O)CN1CC1
* total charge: 0
* lowest unoccupied orbital energy: 0.89 eV
* highest occupied orbital energy: -9.1 eV
* HOMO-LUMO gap: 9.96 eV
* ΔE to the lowest compared entry with this formula, charge and spin: 2.171 eV

=====

(8)
The following is a DFT calculation (ωB97M-V/def2-TZVPD) of an isolated ion of composition H2N3O2S and charge -1 at a distorted geometry.

Last column: Mulliken charge in e.
Geometry (Å):
N 1.927 -0.517 -0.108  -0.3559
N -1.545 0.550 0.256  -0.6606
N 0.719 -0.540 0.032  0.9375
O -0.049 -1.533 0.162  -0.8393
O 2.390 0.671 -0.203  -0.5945
S 0.089 1.175 0.067  -0.0732
H -1.332 -0.487 0.360  0.3862
H -2.199 0.682 -0.566  0.1998

* SMILES: NSN([O-])N=O
* total charge: -1
* lowest unoccupied orbital energy: 4.11 eV
* highest occupied orbital energy: -3.4 eV
* HOMO-LUMO gap: 7.51 eV
* ΔE to the lowest compared entry with this formula, charge and spin: 1.312 eV